{"formula": "C31H53FeNO2Si2", "method": "ωB97M-V with the def2-TZVPD basis set", "species": ["O", "O", "C", "C", "H", "H", "H", "H", "H", "C", "C", "H", "H", "H", "H", "H", "C", "C", "C", "H", "H", "H", "H", "H", "C", "H", "H", "H", "H", "H", "H", "Fe", "C", "Si", "H", "H", "C", "C", "C", "C", "Si", "H", "H", "C", "C", "C", "H", "H", "H", "H", "H", "H", "H", "H", "H", "H", "H", "H", "H", "H", "H", "H", "H", "H", "C", "C", "C", "C", "C", "C", "C", "C", "C", "C", "C", "C", "C", "C", "C", "N", "H", "H", "H", "H", "H", "H", "H", "H", "H", "H"], "xyz": [[-0.732, 2.801, 0.245], [-1.378, 2.925, -2.459], [-1.284, 2.166, 1.402], [-0.405, 2.131, 2.642], [-1.574, 1.136, 1.127], [-2.213, 2.725, 1.599], [0.339, 1.329, 2.569], [-1.048, 1.902, 3.497], [0.081, 3.092, 2.820], [0.656, 2.554, -0.037], [1.252, 3.724, -0.773], [0.737, 1.628, -0.637], [1.215, 2.382, 0.895], [0.949, 3.724, -1.821], [2.345, 3.653, -0.749], [0.964, 4.686, -0.335], [-1.109, 2.892, -3.870], [-2.340, 3.921, -2.071], [0.373, 3.039, -4.130], [-1.666, 3.698, -4.382], [-1.462, 1.916, -4.246], [0.732, 4.027, -3.813], [0.557, 2.948, -5.206], [0.944, 2.263, -3.612], [-1.714, 5.284, -1.971], [-2.719, 3.599, -1.090], [-3.188, 3.922, -2.781], [-0.868, 5.261, -1.284], [-2.455, 5.985, -1.580], [-1.373, 5.635, -2.951], [-1.356, 1.409, -1.239], [0.895, -1.907, 0.773], [-1.621, 0.312, -1.360], [-3.496, 0.156, -1.632], [-1.086, -0.056, -2.244], [-1.245, -0.244, -0.499], [-4.441, 1.230, -0.404], [-4.017, -1.640, -1.443], [-3.950, 0.702, -3.376], [-0.869, -1.628, 1.508], [-0.773, -3.479, 1.799], [-1.751, -1.344, 0.911], [-0.924, -1.015, 2.421], [-2.236, -4.344, 0.998], [-0.820, -3.912, 3.622], [0.826, -4.133, 0.984], [-5.036, 0.840, -3.462], [-3.646, -0.065, -4.101], [-3.467, 1.644, -3.661], [-4.501, 0.732, 0.574], [-5.466, 1.392, -0.768], [-3.977, 2.212, -0.252], [-3.556, -2.115, -0.567], [-3.717, -2.206, -2.337], [-5.111, -1.704, -1.344], [-1.601, -3.311, 4.106], [0.127, -3.719, 4.140], [-1.069, -4.973, 3.755], [1.536, -4.532, 1.721], [1.408, -3.561, 0.200], [0.410, -4.969, 0.406], [-2.466, -5.282, 1.523], [-2.055, -4.584, -0.058], [-3.118, -3.694, 1.058], [2.059, -0.538, -3.226], [3.279, 0.042, -2.853], [3.787, -0.181, -1.569], [3.036, -0.940, -0.632], [1.760, -1.416, -0.989], [1.303, -1.285, -2.290], [3.556, -1.284, 0.698], [4.930, -1.357, 0.963], [5.379, -1.793, 2.193], [4.460, -2.075, 3.218], [4.859, -2.569, 4.493], [3.926, -2.821, 5.484], [2.562, -2.553, 5.251], [2.144, -2.064, 4.014], [3.057, -1.886, 2.955], [2.636, -1.606, 1.663], [1.688, -0.419, -4.252], [3.857, 0.655, -3.554], [4.753, 0.236, -1.259], [0.366, -1.749, -2.599], [5.619, -1.118, 0.157], [6.444, -1.921, 2.386], [5.923, -2.749, 4.658], [4.244, -3.223, 6.451], [1.831, -2.730, 6.045], [1.094, -1.815, 3.847]], "forces_ev_per_a": [[0.7002, 0.4551, 0.6193], [-0.4536, 0.9846, -0.9537], [-0.2408, -0.2290, -0.4925], [-0.1903, -0.1982, -0.0593], [0.0660, 0.2715, 0.2129], [0.2910, -0.1294, -0.0127], [-0.0128, 0.2362, 0.0858], [0.1029, 0.0217, -0.0209], [0.0291, -0.0452, 0.0238], [-0.4215, -0.5665, 0.3798], [0.2766, 0.2314, -0.3954], [0.0471, 0.2092, 0.1265], [-0.1938, 0.0769, -0.1957], [-0.0127, 0.0732, 0.3371], [-0.1022, -0.0108, 0.0146], [0.0586, -0.2399, 0.1118], [-0.2287, -0.0613, 0.4021], [0.0902, -0.7276, 0.0053], [0.0988, 0.1497, -0.2294], [0.1150, -0.3338, 0.1150], [0.0864, 0.3392, -0.0120], [-0.0502, -0.2348, -0.0801], [0.0541, -0.0369, 0.0586], [-0.0720, 0.1097, -0.0268], [0.0002, 0.2836, 0.0332], [0.1976, 0.1239, -0.3497], [0.2166, -0.0383, 0.1905], [-0.1358, -0.0031, -0.0928], [0.0534, 0.1265, -0.0947], [-0.0263, 0.0411, 0.1278], [-0.3995, -1.7025, -0.1326], [-0.5921, 1.4929, -1.1347], [-0.2857, 0.9639, -0.0919], [0.8884, 0.1899, 0.1732], [-0.0933, 0.0833, 0.0650], [-0.1035, 0.0451, -0.2454], [-0.1470, -0.0645, 0.0634], [-0.2099, -0.0206, -0.0334], [-0.1041, 0.0034, -0.0974], [-1.3984, 0.0015, 0.8445], [-1.3556, 0.6995, 0.5306], [0.4080, -0.3374, 0.1331], [0.1309, -0.2601, 0.0016], [0.0142, -0.2105, -0.1398], [0.2153, -0.2809, 0.2088], [0.4420, -0.9874, -0.1421], [0.1892, -0.0621, -0.0406], [-0.0558, 0.1518, 0.0764], [-0.1457, -0.1706, 0.1253], [-0.0097, 0.1187, -0.1267], [0.1774, -0.0378, 0.1595], [-0.0879, -0.2522, -0.0599], [-0.1360, 0.1281, -0.1802], [-0.0769, 0.0491, 0.2171], [0.2398, -0.1308, -0.0305], [0.1099, -0.1391, -0.1212], [-0.2304, -0.1080, -0.0862], [0.0613, 0.1723, 0.0647], [-0.1523, 0.0275, -0.1845], [-0.2453, -0.8956, 0.3320], [0.3309, -0.0019, 0.0254], [0.0405, 0.1455, -0.1585], [-0.1087, 0.0897, 0.1575], [0.1572, -0.1766, -0.0004], [-0.3383, -0.3970, 0.1919], [0.1024, -0.0805, 0.3717], [-0.1431, -0.3321, 0.5092], [0.0994, 0.6969, -1.6911], [0.0937, -0.5246, 0.5853], [0.9484, 0.8524, -0.8876], [-1.1586, -0.3198, 1.5529], [0.7296, -0.1571, 0.5904], [-0.0481, 0.2882, -0.8070], [-0.8896, -0.1775, 0.5613], [-0.3034, 0.0858, 0.1484], [0.5066, -0.0418, -0.2547], [-0.2147, 0.4296, -0.7896], [-0.2904, -0.2840, 0.6018], [1.1922, -0.2643, -0.8651], [2.3190, 0.7915, 0.3613], [0.1851, 0.0055, 0.4140], [-0.3099, -0.2865, 0.2154], [-0.3471, -0.0526, -0.3418], [0.1592, 0.2215, 0.0552], [-0.0446, -0.1106, 0.2482], [-0.2014, 0.0314, -0.0720], [-0.3104, 0.0528, 0.0371], [-0.0970, 0.1769, -0.3835], [0.2377, 0.1394, -0.3267], [0.3128, -0.1455, -0.0254]], "total_charge": 0, "total_energy_ev": -88733.28256, "lumo_energy_ha": [-0.02428, -0.02857], "multiplicity": 5, "homo_energy_ev": [-7.2, -7.7], "relative_energy_kcal_mol": 0.0}

{"formula": "C25H39BBrF17O3", "method": "ωB97M-V with the def2-TZVPD basis set", "species": ["C", "O", "C", "C", "C", "C", "C", "C", "C", "C", "C", "C", "C", "B", "Br", "C", "C", "C", "F", "H", "H", "H", "H", "H", "H", "H", "H", "H", "H", "H", "H", "H", "H", "H", "H", "H", "H", "H", "H", "H", "H", "H", "H", "H", "H", "H", "H", "H", "H", "H", "C", "C", "C", "F", "F", "F", "F", "O", "C", "C", "F", "F", "F", "F", "H", "H", "H", "H", "C", "C", "C", "F", "F", "F", "F", "O", "C", "C", "F", "F", "F", "F", "H", "H", "H", "H"], "xyz": [[3.537, -3.087, 0.529], [2.445, -2.176, 0.517], [2.314, -1.474, 1.741], [3.507, -0.522, 2.111], [4.280, 0.106, 0.897], [3.980, 1.644, 0.715], [2.469, 1.925, 0.406], [1.872, 3.064, 1.326], [0.347, 2.742, 1.530], [0.052, 1.876, 2.817], [-0.866, 0.686, 2.355], [-1.168, -0.361, 3.474], [-1.502, -1.764, 2.807], [-2.561, -1.688, 1.609], [-4.469, -2.096, 2.075], [-2.241, -1.346, 0.076], [-3.515, -1.090, -0.824], [-4.166, -2.403, -1.366], [-3.392, -3.545, -1.138], [3.225, -4.054, 0.072], [4.331, -2.662, -0.136], [3.975, -3.245, 1.536], [1.352, -0.926, 1.774], [2.270, -2.254, 2.549], [3.059, 0.334, 2.678], [4.244, -0.995, 2.792], [4.171, -0.431, -0.065], [5.368, 0.054, 1.153], [4.310, 2.143, 1.651], [4.639, 2.034, -0.097], [2.422, 2.302, -0.643], [1.826, 1.024, 0.461], [1.926, 4.038, 0.785], [2.425, 3.195, 2.278], [0.017, 2.150, 0.642], [-0.256, 3.688, 1.515], [-0.465, 2.537, 3.551], [0.978, 1.504, 3.307], [-1.798, 1.141, 1.957], [-0.281, 0.148, 1.571], [-2.031, -0.058, 4.107], [-0.294, -0.506, 4.152], [-0.564, -2.258, 2.448], [-1.896, -2.424, 3.619], [-1.617, -2.167, -0.355], [-1.614, -0.429, -0.041], [-4.240, -0.410, -0.323], [-3.140, -0.517, -1.706], [-4.301, -2.306, -2.464], [-5.160, -2.567, -0.908], [-2.046, 6.022, -2.105], [-1.411, 5.490, -0.796], [-0.926, 6.531, 0.222], [0.039, 7.326, -0.260], [-0.394, 5.921, 1.312], [-0.423, 4.626, -1.115], [-2.374, 4.753, -0.174], [-1.243, 6.073, -3.297], [-0.429, 7.180, -3.575], [1.060, 6.815, -3.607], [1.471, 6.294, -2.437], [1.804, 7.919, -3.834], [-0.709, 8.189, -2.741], [-0.783, 7.605, -4.803], [-2.816, 5.292, -2.359], [-2.587, 6.956, -1.948], [-1.753, 7.159, 0.565], [1.261, 6.083, -4.391], [-2.015, -5.977, -0.941], [-1.112, -5.558, 0.246], [-0.377, -4.218, 0.150], [0.484, -4.160, -0.875], [0.353, -4.013, 1.274], [-0.244, -6.561, 0.510], [-1.929, -5.470, 1.333], [-1.501, -6.912, -1.909], [-0.744, -6.476, -3.005], [0.689, -7.020, -2.977], [1.343, -6.650, -1.862], [1.390, -6.539, -4.027], [-0.801, -5.143, -3.115], [-1.357, -6.965, -4.101], [-2.841, -6.524, -0.485], [-2.482, -5.118, -1.423], [-1.084, -3.391, 0.057], [0.688, -8.110, -3.020]], "forces_ev_per_a": [[0.5368, 0.0582, -0.9600], [-0.0048, 0.2547, 0.4105], [0.6540, -0.6029, 1.1911], [-0.3152, 0.6916, -0.5866], [0.8286, 0.8477, 0.4285], [-0.0011, -1.1150, -0.2127], [0.8493, 1.2200, 0.2493], [-0.9773, -0.1937, -1.0369], [0.3279, 0.3235, 0.3638], [-0.7198, 0.2969, -0.8730], [1.0408, 0.2362, 1.4761], [-0.2852, -0.3539, -0.7346], [-0.2521, -0.2977, 0.4530], [0.1385, 0.0266, 0.2602], [0.9477, 0.2356, -0.1426], [-0.9107, 0.4565, -0.1519], [1.2244, -0.1392, -0.6796], [-1.0007, 1.1876, -0.2118], [-0.1747, 0.6570, 0.1419], [0.0449, 0.6188, 0.4986], [-0.3277, -0.4212, 0.5907], [-0.4049, 0.0218, -0.4618], [0.5892, -0.3454, -0.4653], [-0.2225, 0.6314, -0.3575], [0.3582, -0.6765, -0.2223], [-0.5688, 0.0028, -0.4235], [-0.2955, 0.1845, 0.6162], [-0.7170, -0.1022, -0.3115], [-0.3506, -0.1535, -0.4780], [-0.5205, -0.2124, 0.5372], [-0.2436, -0.4364, 0.6398], [0.6018, 0.3354, 0.1100], [0.1998, -0.6195, 0.3838], [-0.3918, -0.2920, -0.4274], [0.1894, 0.5488, 0.5303], [0.5158, -1.0252, 0.2539], [0.2768, -0.6404, -0.2825], [-0.4645, 0.1351, -0.4366], [0.4658, -0.5468, -0.0643], [-0.7286, 0.5483, 0.2720], [0.5549, -0.0737, -0.4091], [-0.5144, 0.2089, -0.5172], [-0.6094, 0.6083, 0.1705], [0.2311, 0.3703, -0.6385], [-0.8062, 1.2839, 0.0735], [-0.2764, -0.7004, 0.4700], [0.3497, -0.7847, -0.1837], [-0.3396, -0.4031, 0.5295], [0.1282, -0.2651, 0.6230], [0.6115, -0.1073, -0.1369], [-0.4346, 0.0511, -0.5673], [0.4040, -0.2794, -0.8297], [-0.0313, 0.1607, 0.7456], [0.1253, 0.0812, -0.5723], [-0.2483, -0.2104, -0.1376], [0.1983, 0.1646, 0.1301], [-0.1519, 0.3113, 0.1809], [0.8095, 0.3363, 0.7521], [-1.4744, -0.4929, 0.2449], [0.5164, -0.2135, -0.1048], [-0.2677, -0.0296, 0.2588], [-0.2253, 0.1811, -0.1162], [0.3642, 0.1378, 0.2899], [0.2907, -0.0727, -0.2543], [0.1783, -0.0828, 0.0508], [0.2752, 0.1394, 0.1444], [-0.1368, -0.0816, -0.1159], [-0.1883, 0.0274, -0.1171], [-0.5557, -0.1145, -0.4370], [0.1129, -0.8708, -0.5244], [0.0755, 0.3477, 0.3594], [0.0351, -0.3560, -0.5112], [-0.1133, -0.3457, 0.2911], [0.2596, 0.0907, -0.0142], [-0.1263, 0.3767, -0.0045], [1.1526, 0.4501, 0.0114], [-1.5115, 0.0619, 0.9559], [0.4164, -0.3020, 0.0246], [-0.1876, 0.2082, 0.2224], [-0.2082, 0.0873, -0.1989], [0.4525, 0.2783, 0.0181], [0.2275, -0.2921, -0.2273], [0.1817, -0.0663, 0.0766], [0.5547, -0.2957, 0.0315], [0.1946, -0.8428, 0.1510], [-0.2054, -0.0253, -0.0743]], "total_charge": 0, "total_energy_ev": -149615.36652, "lumo_energy_ha": 0.01294, "homo_energy_ev": -9.4}